# C15H18O2

2 unconnected molecules or ions with the total composition C15H18O2 (ωB97M-V/def2-TZVPD, OMol25).

Structure (ORCA input):
```
! wB97M-V def2-TZVPD RIJCOSX def2/J DEFGRID3
* xyz 1 2
C 1.8595 -4.0887 -2.3956
C 2.3631 -0.8138 0.3050
C 1.1485 -0.9562 -0.3228
C 3.4358 -1.6646 0.0506
C 0.9947 -1.9635 -1.2753
C 3.2344 -2.6585 -0.8767
C 1.9852 -2.8984 -1.4978
O 2.6335 0.2949 1.1164
H 0.3051 -0.4239 0.0990
H 2.1167 0.2099 1.9264
H 4.4279 -1.5157 0.4501
H 0.0113 -2.0758 -1.7213
H 4.0178 -3.2839 -1.2912
H 1.7325 -4.9918 -1.8005
H 2.7834 -4.2481 -2.9484
H 1.0442 -4.0325 -3.1140
C -0.7643 1.4228 2.3230
C 0.2325 2.6158 2.4039
C -1.6851 1.5868 1.1599
C -1.2373 2.1384 -0.0701
C -2.9968 1.0328 1.2517
C -2.0396 2.0834 -1.1709
C -3.8288 1.0816 0.1832
C -3.3848 1.6745 -1.0389
O -4.2976 1.8172 -1.9446
H -0.2344 0.5049 2.0555
H -1.1880 1.4672 3.3159
H 0.4291 2.8982 3.4353
H -0.3018 2.6228 -0.1669
H -3.3538 0.7203 2.2189
H -1.6165 2.4000 -2.1147
H -4.8385 0.7012 0.2599
H -3.9129 2.2522 -2.6689
H -0.2402 3.5223 2.0207
H 1.1651 2.5682 1.8436
*
```

Total energy: -19933.2547 eV
Relative energy (zero: lowest compared OMol25 entry of this formula, charge and spin): 12.47 kcal/mol
Strongest force on any atom: 2.58 eV/Å
HOMO (alpha / beta): -11.07 / -11.07 eV

Löwdin atomic charge list, values in e, 6 entries: number 1, C, carries -0.05; number 2, C, carries -0.32; number 3, C, carries -0.03; number 4, C, carries 0.00; number 5, C, carries -0.05; number 6, C, carries -0.03



# C15H19BClInN3O3

A molecular structure, C15H19BClInN3O3 (ωB97M-V/def2-TZVPD, OMol25).

Structure (ORCA input):
```
! wB97M-V def2-TZVPD RIJCOSX def2/J DEFGRID3
* xyz 3 1
C -4.9144 0.0366 -1.1059
O -4.6705 -1.2759 -1.5692
B -3.6401 -1.4411 -2.4933
O -3.8374 -1.9583 -3.7239
C -2.0856 -1.0878 -2.1615
C -1.2671 -0.1395 -3.0001
C 0.0097 0.1138 -2.6697
C 0.6435 -0.5143 -1.5163
N 1.8849 -0.1990 -1.2374
C 2.3907 -0.8106 -0.1294
C 3.7955 -0.4573 0.2258
C 3.8353 1.1065 0.4558
C 3.6610 1.5343 1.9240
C 2.4257 0.9289 2.6337
N 1.1807 1.1072 1.8910
C 0.0817 0.3916 2.4260
C -1.3633 0.7800 2.0433
O 0.2256 -0.5606 3.1579
C 1.5354 -1.8043 0.6596
Cl 2.2563 -2.5684 1.9829
N 0.2894 -2.1432 0.4091
C -0.1492 -1.4759 -0.6729
C -1.4997 -1.7039 -1.0741
H -5.2264 0.7370 -1.9145
H -5.7421 -0.0205 -0.3777
H -4.0423 0.4789 -0.5294
H -4.6272 -1.5798 -4.1469
H -1.6967 0.3378 -3.8871
H 0.6152 0.8111 -3.2577
H 4.4663 -0.6955 -0.6278
H 4.1749 -1.0165 1.0888
H 3.1240 1.6628 -0.1682
H 4.8406 1.4429 0.1473
H 4.5505 1.3595 2.5491
H 3.5198 2.6328 1.9069
H 2.6382 -0.1115 2.9038
H 2.3178 1.4693 3.5954
H 0.9662 2.0893 1.7260
H -2.0223 0.7444 2.9215
H -1.7829 0.0821 1.2975
H -1.3392 1.7897 1.5845
H -2.0994 -2.4103 -0.4884
In -3.4235 2.3375 -0.7787
*
```

Total energy: -44817.1434 eV
Strongest force on any atom: 2.17 eV/Å
HOMO: -19.01 eV

Löwdin atomic charge list, values in e, 6 entries: number 1, C, carries -0.16; number 2, O, carries 0.08; number 3, B, carries -0.56; number 4, O, carries 0.25; number 5, C, carries 0.04; number 6, C, carries 0.05



# C15H19BrN2O3S

A single C15H19BrN2O3S molecule (ωB97M-V/def2-TZVPD, OMol25).

Structure (ORCA input):
```
! wB97M-V def2-TZVPD RIJCOSX def2/J DEFGRID3
* xyz 0 1
C 5.6918 -2.3143 -1.7490
C 5.5821 -1.4924 -0.7235
C 4.7840 -1.7912 0.5111
N 3.7345 -0.8096 0.7104
C 2.4224 -1.1177 0.6203
O 2.0165 -2.2491 0.4672
C 1.4963 0.0943 0.7109
C 0.1544 -0.3066 1.3242
C -0.8244 0.8618 1.2795
N -0.9802 1.3140 -0.0855
S -2.2931 2.3356 -0.2862
O -2.2261 2.8724 -1.6122
O -2.4250 3.2485 0.8153
C -3.6273 1.1425 -0.2095
C -4.6182 1.2654 0.7452
C -5.6467 0.3388 0.7845
C -5.6528 -0.6929 -0.1415
C -4.6594 -0.8186 -1.1021
C -3.6377 0.1139 -1.1326
H -2.8487 0.0592 -1.8645
H -4.6898 -1.6311 -1.8115
Br -7.0573 -1.9667 -0.0947
H -6.4324 0.4152 1.5203
H -4.5703 2.0865 1.4430
C 0.2606 1.7817 -0.6672
C 1.2598 0.6301 -0.7078
H 2.1959 0.9734 -1.1521
H 0.8582 -0.1751 -1.3242
H 0.0250 2.1421 -1.6690
H 0.6740 2.6175 -0.0817
H -1.8094 0.5543 1.6370
H -0.4709 1.6848 1.9185
H -0.2460 -1.1475 0.7573
H 0.2949 -0.6277 2.3571
H 1.9617 0.8757 1.3214
H 4.0175 0.1551 0.7809
H 4.2907 -2.7614 0.4292
H 5.4423 -1.7922 1.3890
H 6.0737 -0.5272 -0.7335
H 6.2745 -2.0664 -2.6198
H 5.2050 -3.2752 -1.7542
*
```

Total energy: -105863.5270 eV
Relative energy (zero: lowest compared OMol25 entry of this formula, charge and spin): 0.00 kcal/mol
Strongest force on any atom: 0.96 eV/Å
HOMO: -9.49 eV
SMILES: C=CCNC(=O)C1CCN(S(=O)(=O)c2ccc(Br)cc2)CC1

Löwdin atomic charge list, values in e, 6 entries: number 1, C, carries 0.01; number 2, C, carries -0.17; number 3, C, carries -0.19; number 4, N, carries 0.07; number 5, C, carries -0.48; number 6, O, carries 0.07



# C15H19Cl5GeO5RuSe

A molecular structure, C15H19Cl5GeO5RuSe (ωB97M-V/def2-TZVPD, OMol25).

Structure (ORCA input):
```
! wB97M-V def2-TZVPD RIJCOSX def2/J DEFGRID3
* xyz 1 6
Ru 0.5944 0.8489 -1.1718
O 1.3083 -2.4821 -3.9524
C 1.5825 -1.6748 -2.9482
O 0.6916 -1.1074 -2.3344
C 3.0839 -1.6778 -2.6998
O 3.5596 -0.7952 -1.7248
C 4.0514 0.4756 -2.1831
C 2.8363 1.3489 -2.0037
O 2.5846 1.8529 -0.8738
O 1.9240 1.2609 -2.8867
H 0.3476 -2.5211 -4.0922
H 3.5739 -1.5496 -3.6679
H 3.3070 -2.6930 -2.3595
H 4.3732 0.4301 -3.2228
H 4.8667 0.7636 -1.5266
Cl 0.3527 3.2299 1.4018
C -0.9339 3.2036 0.2475
C -0.9426 2.2323 -0.7467
C -1.9608 2.2767 -1.6876
Cl -1.8999 1.0655 -2.9253
C -2.9745 3.2192 -1.6620
Cl -4.2069 3.2141 -2.8518
C -2.9617 4.1697 -0.6371
Cl -4.1998 5.3439 -0.5595
C -1.9401 4.1667 0.3186
Cl -1.9278 5.3445 1.5628
C -0.6693 -3.3865 2.4471
Ge -1.6625 -1.7347 2.1987
C -2.3262 -1.5706 0.3622
C -3.0640 -1.5312 3.5240
C -0.3918 -0.2170 2.4001
Se 1.0332 -0.4119 1.0861
C 2.6881 -0.3592 2.0762
H -1.3324 -4.2356 2.2791
H -0.2774 -3.4578 3.4620
H 0.1588 -3.4542 1.7417
H -3.4158 -1.5774 0.3424
H -1.9667 -2.3932 -0.2558
H -2.0006 -0.6282 -0.0878
H -3.7309 -2.3924 3.4802
H -3.6510 -0.6310 3.3453
H -2.6369 -1.4787 4.5253
H 0.0837 -0.1396 3.3773
H -0.8777 0.7349 2.1870
H 2.6884 -1.1959 2.7685
H 2.7880 0.5903 2.5938
H 3.4734 -0.4758 1.3337
*
```

Total energy: -213148.2304 eV
Relative energy (zero: lowest compared OMol25 entry of this formula, charge and spin): 8.68 kcal/mol
Strongest force on any atom: 0.74 eV/Å
HOMO (alpha / beta): -11.59 / -11.77 eV

Löwdin atomic charge list, values in e, 6 entries: number 1, Ru, carries 1.39; number 2, O, carries 0.18; number 3, C, carries -0.44; number 4, O, carries -0.05; number 5, C, carries -0.09; number 6, O, carries -0.11